{
  "formula": "C5H9NO",
  "method": "the ωB97M-V functional and the def2-TZVPD basis",
  "species": ["C", "C", "C", "N", "C", "C", "O", "H", "H", "H", "H", "H", "H", "H", "H", "H"],
  "xyz": [[-0.820, -0.881, 1.725], [-0.613, -0.517, 0.250], [0.223, 0.747, 0.058], [0.640, 0.811, -1.337], [0.953, 1.924, -1.841], [0.089, -1.672, -0.442], [-0.483, -2.596, -0.965], [0.138, -1.078, 2.222], [-1.436, -1.781, 1.811], [-1.319, -0.071, 2.267], [-1.587, -0.400, -0.238], [-0.324, 1.645, 0.385], [1.129, 0.678, 0.679], [1.201, -1.637, -0.397], [1.282, 1.952, -2.882], [0.927, 2.877, -1.296]],
  "e_above_lowest_kj_mol": 175.7,
  "energy_ha": -325.87064,
  "smiles": "C=NC[C@H](C)C=O",
  "lumo_energy_ev": 0.95
}